This record from the OMol25 dataset describes 9 unconnected molecules or ions with the total composition C36H64O17 at a distorted geometry. The level of theory is wB97M-V/def2-TZVPD.

```
117
Properties=species:S:1:pos:R:3:forces:R:3:lowdin_charge:R:1
O -10.8762 -33.6931 10.7165 -0.84 -0.49 0.06 -0.13
H -2.0625 -36.2324 12.5892 0.26 0.22 -0.16 0.14
H 4.6353 -35.9666 17.9347 -0.52 -0.50 0.47 0.08
H -0.1735 -39.6302 8.3695 0.16 0.13 -0.84 0.11
H -5.2433 -37.4765 20.8168 -0.34 0.13 0.34 0.11
H 0.4944 -26.8742 10.8955 -0.08 0.16 0.55 0.11
C -3.8711 -37.8572 4.9199 -1.25 -0.64 0.14 -0.08
H -3.9263 -38.0267 18.2373 0.09 -0.65 -0.32 0.11
C 0.2182 -27.9286 10.9073 -0.80 1.15 -1.24 -0.24
H -4.4582 -38.1080 11.7885 -0.25 -0.18 0.55 0.09
H -4.2592 -39.2552 19.5512 0.44 0.31 0.00 0.11
H -8.2107 -32.2763 15.3243 0.14 0.42 -0.61 0.15
H -1.2676 -41.9086 17.5076 0.11 1.04 0.50 0.11
C -9.9591 -34.7204 11.0463 0.79 -0.04 0.34 -0.21
O 0.3001 -40.5441 16.7597 1.39 0.72 2.27 -0.14
H 2.7801 -36.9742 7.7677 -0.29 0.26 0.18 0.11
H -1.9190 -30.2450 10.9365 -0.30 0.14 0.05 0.11
C -9.6582 -32.0874 16.9077 0.56 -0.06 -1.18 0.00
C 0.1953 -38.6387 8.6321 1.87 0.88 2.09 -0.14
H -2.2774 -29.1740 12.3381 -0.20 -0.43 -0.16 0.11
C -0.4260 -40.6299 14.5904 0.59 0.48 0.33 -0.17
H -7.6409 -37.0643 18.0831 -0.15 -0.75 0.38 0.12
H -12.3607 -36.3771 11.0030 0.31 -0.17 -0.02 0.11
C -3.2625 -35.6572 5.7709 2.50 2.54 0.80 -0.04
C -4.6144 -38.3815 19.0047 -0.62 0.68 0.06 -0.16
O -4.4409 -38.8877 5.6879 0.49 -1.75 -1.06 0.07
C -4.8023 -38.4837 6.8830 0.83 -0.30 -0.52 -0.62
H 3.4270 -35.0200 18.9304 0.10 -0.12 -0.17 0.09
C -12.1945 -34.2764 10.7887 0.25 0.60 -0.54 -0.20
H -5.1855 -36.1882 5.1813 -0.18 0.02 0.12 0.16
H 5.1606 -34.6094 18.7817 -0.18 0.72 -0.16 0.09
H -12.8859 -33.5445 11.2062 0.15 0.13 -0.10 0.12
C -4.1446 -33.9709 13.2375 -1.81 1.34 -1.65 -0.45
C -6.0161 -38.7052 18.4491 0.08 -0.23 -1.10 -0.17
H -2.0613 -41.4772 15.4969 -0.40 -0.73 -0.27 0.10
O 4.3682 -34.7422 14.6495 2.93 0.73 -0.29 0.10
O -7.9837 -28.1783 15.4466 -3.42 -4.22 0.81 0.08
H 0.4454 -40.9228 14.0047 -0.32 -0.07 -0.43 0.11
C 2.3177 -37.9597 7.8233 1.00 -0.47 0.97 -0.20
O 2.9148 -35.0380 16.2091 -0.98 0.65 1.65 0.10
C -1.5736 -29.4044 11.5383 -0.24 -0.54 0.22 -0.20
H -5.9328 -37.2346 12.5437 0.11 -1.05 0.36 0.08
H 2.9709 -39.6737 8.9924 0.34 0.16 0.13 0.10
C 0.0523 -39.6729 15.6834 -2.37 -0.35 0.11 -0.21
H -1.2532 -40.1819 14.0398 0.55 0.04 -0.65 0.10
C -1.0289 -41.8063 15.3794 -0.82 1.22 -0.62 -0.16
H 3.2479 -38.1634 9.9185 0.31 0.10 -0.50 0.11
C -6.5849 -37.3332 18.1105 1.34 -0.04 1.10 -0.19
O -4.8012 -37.1541 6.9156 0.11 0.90 1.26 0.12
C -8.9200 -31.4953 15.5982 -0.51 -3.26 4.85 -0.32
C -10.6650 -35.5845 12.1188 0.38 0.67 0.23 -0.15
H -2.0161 -27.4341 11.2384 0.79 0.87 -0.33 0.11
H 1.2832 -39.9015 10.0545 -0.99 0.16 1.04 0.09
O 2.3158 -35.2378 13.9815 2.53 0.53 3.86 0.07
H 0.8944 -28.3489 10.1629 -0.73 -0.33 -1.06 0.11
C 1.2331 -38.8316 9.8521 -0.96 -1.07 -1.58 -0.16
H -9.6535 -35.2981 10.1740 -0.32 -0.28 -0.28 0.11
C -4.1191 -36.2581 12.9980 -1.63 -1.10 -2.72 -0.33
H -2.7851 -37.9370 4.9669 -0.07 -0.19 -0.68 0.14
H -6.2158 -37.0532 17.1238 0.43 0.36 -0.10 0.10
H -3.9849 -36.5934 20.1166 -0.32 1.13 -1.01 0.12
H -4.4224 -38.0190 3.9935 1.10 0.65 -0.64 0.15
O -9.4153 -29.6611 14.4938 -2.56 0.82 -2.30 0.10
C -4.9461 -37.1791 12.0839 -0.53 0.43 0.22 -0.01
H -5.2532 -36.7045 11.1519 0.71 0.50 -0.14 0.09
H 5.6818 -33.5657 15.6996 -0.25 0.11 0.02 0.14
H -12.8206 -35.5135 12.4150 0.09 -0.01 0.20 0.11
C -8.6211 -29.2774 15.4467 5.70 2.57 -0.38 -0.49
O -4.6340 -32.8408 13.4268 2.73 -4.03 -0.22 0.11
O -2.9073 -34.4146 12.8552 0.92 3.66 1.25 0.06
O 0.5712 -28.5478 12.0725 -0.28 -1.73 2.08 -0.14
C 4.2831 -34.9866 18.2565 0.19 -0.41 -1.39 -0.02
C -0.2398 -29.7628 12.1576 -0.36 0.99 0.61 -0.17
H -10.5953 -35.0810 13.0830 0.01 0.27 0.02 0.10
H -3.1704 -35.2303 6.7696 -0.33 0.24 0.01 0.10
H 5.7804 -35.2470 16.1193 -0.25 -0.37 -0.17 0.13
O -8.2261 -30.3998 16.1401 0.07 2.01 -0.37 0.06
H -12.5512 -34.5963 9.8097 0.06 0.52 -0.36 0.11
C -1.3319 -28.1333 10.7576 0.32 -0.53 -0.78 -0.14
C -2.9632 -35.6891 12.3034 2.08 -0.74 0.01 -0.15
H 1.0569 -38.1970 10.7206 -0.10 -0.16 -0.18 0.10
C -12.0809 -35.5191 11.6144 -1.30 -1.00 0.69 -0.21
C 2.5897 -38.6778 9.2184 0.18 0.84 -1.46 -0.16
H -3.2981 -34.8340 5.0574 -0.90 0.18 0.09 0.10
H -10.3493 -36.6039 12.3406 0.38 0.04 -0.62 0.11
H -6.5744 -39.2716 19.1945 -0.17 0.06 -0.15 0.11
H -0.6319 -38.0402 9.0136 -0.14 0.08 -0.46 0.10
H 3.7198 -33.2552 17.0950 -0.61 -0.02 -0.51 0.15
H -1.6743 -28.2874 9.7343 0.24 0.37 -0.15 0.10
H -10.9074 -31.1195 14.8373 0.03 0.49 0.22 0.13
H -0.7856 -39.0341 15.9625 -0.54 0.17 0.11 0.10
H -2.9835 -35.6068 11.2167 -0.48 -0.15 -0.04 0.15
H -3.8367 -36.7507 13.9285 -0.39 0.46 0.38 0.16
H 2.7420 -38.5125 6.9851 0.16 -0.34 0.07 0.10
O 0.9328 -37.8781 7.6403 -1.59 -0.57 0.52 -0.15
H 0.2575 -42.5446 16.9478 0.12 -0.03 0.28 0.11
H -9.7907 -31.2265 17.5630 -0.19 -0.28 0.13 0.09
H 0.1637 -30.6351 11.6433 0.67 0.16 0.15 0.12
C -4.9027 -37.1157 19.8463 -0.82 -3.10 0.29 -0.21
H -10.6038 -32.5965 16.7214 -0.15 0.24 -0.30 0.07
H -5.9225 -39.2431 17.5057 -0.16 -0.58 0.22 0.10
H -9.0561 -34.1902 11.3489 0.05 -0.22 0.41 0.12
H -9.6999 -31.6280 13.6892 0.04 0.84 -0.59 0.14
C -4.3264 -36.6331 5.6836 -1.28 -0.34 -1.65 -0.35
H 0.8015 -38.9078 15.4797 0.83 -0.90 0.03 0.12
C 5.0753 -34.4569 15.8611 0.51 0.63 0.27 -0.07
O -6.0217 -36.5599 19.1749 0.20 2.67 0.25 -0.15
C 3.9561 -34.3013 16.9006 1.15 -0.66 0.84 -0.27
H -0.4835 -29.9503 13.2034 0.97 -0.31 0.08 0.12
O -5.0035 -39.2702 7.7325 -0.96 -0.20 1.98 0.18
O -4.9094 -35.0827 13.0713 -1.75 0.63 2.15 0.05
H -0.9444 -42.6752 14.7267 -0.16 -0.41 0.76 0.11
C -0.4556 -41.7332 16.8020 1.02 -1.14 -2.44 -0.20
C 3.1437 -35.0151 14.9136 -4.66 -1.32 -4.43 -0.59
H -2.2357 -35.9479 5.5490 -0.02 -1.10 0.21 0.09
C -9.8528 -31.0196 14.5806 0.12 0.12 -0.52 -0.08
H -9.0341 -32.8489 17.3754 0.19 0.30 0.19 0.07
```
Positions in Å, forces in eV/Å.

The value obtained for the largest force on an atom is 6.6 eV/A. The value obtained for the frontier orbital gap is 0.3507 hartree. Its SMILES is C[C@H]1COC(=O)O1.C[C@H]1COC(=O)O1.C[C@H]1COC(=O)O1.C[C@H]1COC(=O)O1.C1CCOC1.C1CCOC1.C1CCOC1.C1CCOC1.C1CCOC1. Its energy relative to the best compared isomer or geometry (same formula, charge and spin) is 679.35 kJ/mol. For the calculated total energy, the calculation gives -73169.7897 eV.